# 1
# C8H21B2FNO7

A cluster of 3 separate species, C8H21B2FNO7 in total at a distorted geometry (wB97M-V/def2-TZVPD, the OMol25 dataset).

Geometry (Å):
N  -4.5005  0.8661  -0.6387
B  -3.7003  1.8403  0.1813
O  -4.2951  2.1450  1.4192
B  -2.1848  2.5557  -0.2579
F  -2.2266  3.9964  0.0698
H  -3.8301  0.1806  -1.0056
H  -4.7778  1.3870  -1.4780
H  -4.5072  3.0881  1.4309
H  -1.9234  2.4277  -1.4726
H  -1.2721  2.0185  0.4081
C  0.0571  -4.1398  0.8883
C  0.1382  -2.6407  1.0776
O  -1.1001  -1.9729  0.8474
C  -1.9986  -1.9661  1.8416
O  -1.8485  -2.4668  2.9330
O  -3.0107  -1.2308  1.4284
C  -4.0433  -0.9146  2.3672
H  -0.3576  -4.3748  -0.0927
H  1.0538  -4.5769  0.9604
H  -0.5773  -4.5905  1.6508
H  0.8060  -2.1957  0.3412
H  0.5149  -2.3928  2.0700
H  -3.6149  -0.4766  3.2660
H  -4.6426  -1.7857  2.6308
H  -4.6503  -0.1749  1.8572
C  5.8603  0.8089  -2.6394
C  5.4386  1.7393  -1.5234
O  4.0480  2.0807  -1.6053
C  3.1988  1.1468  -1.1433
O  3.5303  0.0960  -0.6414
O  1.9654  1.5945  -1.2925
C  0.9319  0.7044  -0.8286
H  5.6076  1.2415  -3.6079
H  6.9385  0.6466  -2.6011
H  5.3616  -0.1541  -2.5456
H  5.9539  2.6957  -1.5966
H  5.6459  1.3051  -0.5460
H  1.1141  0.4195  0.2043
H  0.9011  -0.1837  -1.4586
H  -0.0040  1.2530  -0.8980

Results
F_max: 0.0215 Eh/bohr
gap between HOMO and LUMO: 6.499 eV
DFT total energy: -28533.1914 eV
HOMO level: -3.7 eV
LUMO: 0.1021 Eh
total charge: -1

***

# 2
# C4H5ClOS

A cluster of 2 separate species, C4H5ClOS in total at a distorted geometry (wB97M-V/def2-TZVPD, the OMol25 dataset).

Geometry (Å):
C  1.3833  0.3532  -3.1903
C  1.7342  0.1869  -1.9457
C  0.0004  0.5383  -0.1595
C  -0.7681  -0.3072  2.3464
O  -0.8578  1.3291  -0.3464
S  0.4790  -0.5492  1.0117
Cl  3.1926  -0.1823  -1.2168
H  2.0793  0.2467  -4.0162
H  0.3677  0.6022  -3.4460
H  -1.7585  -0.3617  1.9118
H  -0.6033  0.6618  2.8053
H  -0.6139  -1.1054  3.0612

Results
F_max: 0.0654 Eh/bohr
gap between HOMO and LUMO (alpha / beta): 8.263 / 8.045 eV
DFT total energy: -29630.4631 eV
HOMO level (alpha / beta): -8.2 / -8.1 eV
LUMO (alpha / beta): 0.0010 / -0.0010 Eh
total charge: 0

***

Table of energy above the lowest of the compared OMol25 structures with the same formula, charge and spin (eV), in record order: 0.2431, 3.2448